# 1
{
  "formula": "C39H51NP",
  "method": "ωB97M-V/def2-TZVPD",
  "elements": ["C", "H", "C", "C", "H", "C", "C", "P", "H", "C", "H", "H", "H", "H", "H", "C", "C", "H", "H", "C", "H", "C", "H", "C", "C", "C", "C", "H", "H", "C", "C", "N", "C", "H", "C", "C", "H", "C", "C", "C", "H", "H", "C", "C", "C", "C", "H", "H", "H", "H", "H", "C", "H", "C", "C", "H", "H", "H", "C", "H", "H", "H", "C", "H", "H", "H", "H", "H", "H", "C", "H", "H", "H", "C", "H", "H", "H", "H", "C", "H", "C", "H", "C", "H", "H", "H", "H", "H", "C", "C", "C", "H"],
  "positions_angstrom": [[5.498012, -4.889776, 1.747941], [2.503653, -3.145815, -1.103230], [1.864983, 1.449783, 0.771373], [5.299434, -2.503784, 0.973010], [6.345022, -1.234528, 3.412825], [0.509693, -3.701643, 2.177702], [7.756756, 0.073538, 2.411463], [3.356504, -0.985451, 0.669547], [1.785373, -1.301210, -4.910964], [1.999759, -2.417318, -3.069836], [0.807310, 3.325780, 0.821871], [6.555621, -3.094182, -4.186520], [1.724368, 2.964801, 2.287992], [6.092862, -7.800066, 4.548557], [0.918713, -2.363937, -2.875615], [5.101584, -3.554437, 1.986287], [1.847992, -1.626051, 1.593451], [8.141988, 0.479398, 3.343996], [5.626458, -6.905377, 2.468492], [1.759928, 2.919173, 1.189723], [4.191105, 0.015239, -2.128870], [6.240128, -1.390463, 1.255939], [2.205372, -3.403806, -3.511172], [6.358299, -1.873599, -1.034708], [1.723393, -3.145896, 1.424999], [4.304594, -4.239188, 4.185906], [5.295023, -5.889038, 2.688426], [1.609374, -3.409449, 0.366410], [0.704096, -1.502688, 4.877981], [0.497114, -3.281500, 3.647751], [3.346606, -6.498433, 5.809925], [4.400468, -6.584520, 4.821960], [6.823831, -0.976006, 0.020994], [2.950168, 1.146172, -1.593570], [6.715458, -1.935890, -2.375749], [6.306092, -3.034921, -3.126730], [2.873371, 4.758732, 1.158321], [5.561146, -2.888134, -0.432578], [3.101341, 0.140629, -2.003034], [3.245025, 0.848493, 1.114585], [0.504516, -4.795320, 2.089527], [2.763441, -1.514400, 3.549244], [5.596964, -4.087089, -2.526141], [5.224252, -4.025687, -1.172287], [4.619461, -3.236558, 3.275687], [0.625372, -1.763722, 3.815236], [3.148758, -5.463555, 6.084508], [2.651543, -3.624615, 1.771638], [3.682661, -7.062894, 6.686658], [2.830407, 3.934612, -0.395723], [-0.432014, -3.623178, 4.115345], [4.423527, 1.678286, 0.575162], [8.330324, 0.166364, -0.972774], [2.756348, -2.296983, -1.747377], [2.432359, -1.301085, -4.026534], [5.092417, 3.734928, 0.505316], [4.640033, -4.824879, -0.716650], [9.157691, 1.179907, 1.189710], [2.408100, 0.085966, -3.371314], [1.808577, -0.090691, 3.149994], [-0.285206, -1.279974, 3.430897], [0.976426, -1.165880, 1.090617], [8.326290, 0.472235, 1.193874], [7.320071, -1.133952, -2.794854], [5.362426, 1.264573, 0.967208], [4.480827, 3.209825, 2.073128], [4.837963, -8.425737, 5.643167], [1.361661, 0.397750, -3.242359], [3.869717, -3.959835, 5.150444], [2.932957, 3.771305, 0.686175], [1.491356, -0.774035, -0.878117], [1.063503, 0.882155, 1.265074], [3.347252, 0.855022, 2.215998], [6.728566, -0.879805, 2.457205], [6.027632, -5.144133, 0.835063], [3.822426, -2.380986, -1.969937], [2.877839, 0.821697, -4.036476], [4.532118, -2.191290, 3.572752], [1.834853, -1.186530, 3.066499], [5.330942, -4.968506, -3.116796], [2.567096, -0.947585, -1.060925], [-0.398534, -3.328161, 1.682019], [4.651271, -5.593101, 3.915018], [3.454814, -1.512766, -4.371604], [4.586347, -8.484597, 3.888806], [1.317850, -3.781808, 4.180319], [4.503262, 1.599624, -0.517428], [1.661114, 1.370030, -0.305416], [5.010605, -7.886983, 4.708206], [4.301379, 3.151242, 0.990825], [7.870112, -0.063413, -0.012881], [2.415171, -6.962537, 5.438830]],
  "forces_ev_per_angstrom": [[-0.3, 0.0, 0.2], [0.1, 0.3, -0.2], [-0.3, -0.2, -0.3], [0.2, -0.4, 0.5], [0.2, 0.2, -0.2], [0.1, 0.1, 0.0], [0.0, -0.1, -0.3], [-1.9, 0.2, -0.5], [0.2, 0.0, 0.1], [0.0, 0.2, 0.1], [0.2, -0.1, 0.1], [0.0, 0.0, 0.3], [0.0, 0.0, -0.1], [-0.2, 0.0, 0.0], [0.1, 0.0, -0.1], [0.0, 0.3, 0.2], [0.2, 0.0, -0.1], [0.0, -0.1, -0.2], [-0.1, 0.4, 0.1], [0.2, 0.0, 0.2], [-0.3, -0.1, 0.0], [0.9, 1.0, -0.6], [-0.1, 0.3, 0.1], [-0.2, -0.8, 0.0], [0.0, -0.3, 0.1], [0.4, 0.5, -0.2], [0.1, 0.3, 0.0], [0.0, 0.1, 0.4], [-0.1, 0.0, -0.2], [0.0, 0.0, 0.1], [-0.1, -0.1, 0.1], [0.1, 0.4, 0.0], [0.2, -0.1, 0.9], [0.1, -0.4, -0.2], [-0.1, 0.2, 0.4], [-0.2, -0.4, 0.1], [0.0, -0.1, -0.2], [0.5, 0.4, -1.0], [0.2, 0.2, -0.1], [0.7, -0.2, 0.5], [-0.1, 0.2, 0.0], [-0.3, 0.1, 0.0], [0.1, 0.0, 0.3], [0.0, 0.3, -0.1], [0.1, -0.8, 0.2], [0.0, 0.0, -0.1], [-0.1, -0.2, 0.1], [-0.4, 0.0, 0.0], [-0.3, 0.3, 0.0], [0.0, -0.1, 0.1], [0.1, 0.0, 0.0], [0.2, 0.0, -0.2], [0.1, 0.1, 0.3], [0.2, -0.3, -0.4], [0.1, -0.1, -0.1], [-0.1, -0.1, 0.1], [0.1, 0.2, -0.3], [-0.3, -0.2, 0.0], [-0.2, -0.2, 0.0], [0.0, -0.3, -0.1], [0.1, -0.1, 0.1], [0.3, -0.1, 0.2], [-0.1, 0.0, 0.2], [-0.1, -0.2, -0.1], [-0.2, 0.1, 0.0], [0.0, 0.0, -0.1], [0.1, 0.1, -0.2], [0.1, 0.0, 0.0], [0.3, -0.1, -0.4], [-0.1, 0.0, -0.1], [0.3, 0.0, 0.1], [0.2, 0.2, -0.1], [0.0, 0.1, -0.3], [-0.2, 0.0, -0.4], [-0.2, 0.0, 0.2], [-0.3, 0.0, -0.1], [-0.1, -0.1, 0.1], [-0.3, -0.4, -0.2], [0.0, -0.1, 0.1], [0.1, 0.4, 0.2], [0.4, -0.3, 0.0], [0.1, -0.1, 0.1], [-0.3, -0.2, 0.0], [-0.1, 0.0, 0.0], [0.0, 0.0, 0.1], [0.0, 0.1, -0.1], [-0.1, 0.1, 0.3], [0.1, 0.1, 0.4], [0.2, -0.3, -0.3], [-0.1, -0.1, 0.2], [-0.4, -0.2, 0.0], [0.2, 0.2, 0.1]],
  "spin_multiplicity": 1,
  "homo_lumo_gap_ev": 6.0638,
  "total_charge": 1,
  "e_homo_ev": -10.25,
  "e_above_lowest_kcal_mol": 0.00,
  "energy_ev": -52044.3619
}



# 2
{
  "formula": "C39H52BrClF3N3O3P3S",
  "method": "ωB97M-V/def2-TZVPD",
  "elements": ["H", "H", "H", "N", "H", "H", "H", "H", "C", "C", "H", "F", "C", "H", "C", "C", "P", "C", "C", "F", "H", "H", "F", "H", "C", "H", "C", "C", "C", "C", "H", "C", "H", "O", "C", "H", "C", "N", "C", "C", "H", "P", "O", "C", "H", "C", "H", "H", "C", "H", "H", "C", "H", "H", "H", "C", "H", "H", "C", "H", "H", "H", "C", "H", "C", "H", "H", "C", "C", "H", "H", "N", "H", "H", "C", "H", "H", "C", "H", "C", "H", "C", "C", "C", "H", "H", "C", "H", "H", "O", "H", "H", "H", "C", "H", "C", "H", "Cl", "C", "C", "P", "S", "H", "H", "Br", "C"],
  "positions_angstrom": [[-5.165759, -1.620411, -4.075146], [-1.034878, 1.046037, -3.669170], [1.118094, -0.095735, 5.496260], [-2.151347, -2.149177, -0.200488], [-3.406986, 2.260694, 2.935194], [2.126279, -0.133250, -2.783133], [-0.174500, 3.504014, -2.049012], [1.837856, -0.951352, -5.105846], [-1.480383, -1.149142, -0.705404], [-4.846196, 4.939318, -2.185542], [1.061311, -2.519644, 3.673935], [2.718560, -4.008463, -5.060609], [0.328227, -0.775774, -1.955724], [-4.116293, -0.347738, -0.002676], [3.263694, -1.137266, 4.605216], [-3.252459, -1.440105, -3.109232], [0.986820, 1.894377, -1.269491], [2.264222, 1.200691, 8.417988], [1.500455, 0.104093, 1.477654], [-4.179930, 4.290527, -1.200322], [-2.393396, -2.926231, -0.795522], [-4.827091, 3.223068, -3.455428], [3.150878, 1.814415, 6.324298], [1.620649, 0.703337, 10.397802], [3.956041, -5.978459, -5.448241], [1.380775, 0.817402, 7.925028], [-1.840929, 2.415886, 1.408014], [-2.955379, 0.878567, -4.574600], [4.467259, -4.536736, -3.574320], [0.221153, -2.240572, -4.814658], [2.742428, -2.031757, 4.931938], [-3.072969, 2.939549, 2.161444], [-2.806809, 1.788351, -5.134328], [1.251436, -0.413834, 0.164313], [4.984267, -6.828466, -5.067943], [4.208504, -1.370650, 4.122502], [3.723918, -4.849632, -4.692567], [-1.076413, -1.184323, -2.045823], [3.280193, 1.761650, 7.672234], [2.404268, 1.144580, 9.797233], [0.806400, 0.496377, -3.696121], [-2.287192, 1.301527, 0.001632], [2.678193, -2.336230, -1.421792], [1.250904, 0.379419, 4.529994], [-4.968611, 6.753160, -1.064911], [-5.135172, 4.255502, -3.348072], [3.045294, 0.584028, 3.393073], [-4.919748, 0.466128, -5.353366], [-2.066511, -0.700281, -2.974399], [-3.863665, 3.179140, 1.456197], [1.495296, 1.413977, 4.737890], [4.550093, 2.215067, 9.631795], [-1.108620, 1.967208, 2.074084], [3.510497, -0.580190, 5.505814], [2.324389, 0.808379, 1.407896], [2.409275, -0.238649, 3.720915], [-3.388626, -2.362270, -2.564673], [5.188553, -7.715846, -5.650992], [-4.270514, -1.032938, -3.961005], [0.750123, -3.313582, -2.354293], [-2.791981, 3.888764, 2.605514], [6.546634, -7.208862, -3.650783], [1.410897, -1.473969, -4.253963], [-6.061876, 4.397831, -5.272948], [-5.210946, 6.255070, -1.994170], [3.647281, 1.609578, 11.480281], [2.170808, -2.177662, -3.949350], [-3.830334, 0.505167, 0.604034], [-1.930340, 0.457037, -3.728829], [-3.672965, 0.137934, 1.617475], [-1.917400, -3.252517, 1.826584], [-1.049168, -0.029015, -0.090577], [-6.725656, 6.758767, -4.980434], [5.199037, 2.696863, 7.629633], [5.748082, -6.541540, -3.944836], [-0.499172, -2.573616, -4.078454], [0.621071, -2.803867, -0.198671], [1.150882, -0.397333, -3.185202], [0.661758, 0.653614, 1.897508], [3.543795, 1.652399, 10.404806], [5.437197, 2.614371, 10.103756], [0.833137, -1.959058, 2.772267], [-5.820038, 4.918620, -4.356286], [0.327128, 0.211895, -0.664436], [-1.395252, 3.270484, 0.914294], [3.344097, -6.183997, -6.316468], [-6.194698, 6.244891, -4.191063], [4.247805, -3.639112, -3.008515], [0.601276, -3.138517, -5.281965], [-0.357829, 2.567451, -1.885341], [-0.114049, -1.456721, 2.941671], [6.078578, -5.177453, -2.321957], [0.302555, 0.402860, 3.999324], [5.487359, -5.399516, -3.199698], [-6.176773, 7.944689, -2.883198], [-5.888308, 6.910683, -3.012314], [2.799730, -1.524287, 2.031173], [-0.596742, -1.371566, -6.144112], [1.950671, -0.976765, 2.432120], [-4.127500, 0.140060, -4.699708], [1.202990, -2.376828, -1.406386], [-2.677122, -2.213789, 1.436834], [-4.604851, 1.256912, 0.653454], [0.710195, -2.702170, 1.983256], [1.380033, 3.235251, 0.508740], [4.424078, 2.269205, 8.251447]],
  "forces_ev_per_angstrom": [[-0.1, -0.2, 0.1], [0.0, 0.1, 0.1], [-0.1, -0.3, 0.0], [-0.3, 0.0, 0.9], [-0.2, -0.1, 0.0], [0.2, 0.0, 0.1], [-0.2, 0.1, -0.2], [0.2, 0.1, 0.0], [0.4, 0.8, -0.9], [-0.1, 0.1, -0.2], [0.1, -0.1, 0.1], [0.1, -0.2, -0.1], [0.0, -0.5, 0.7], [-0.3, 0.2, -0.4], [0.1, 0.6, 0.2], [0.1, 0.1, -0.1], [0.8, 0.1, 0.1], [-0.1, -0.1, -0.1], [1.0, 0.1, 0.2], [0.1, 0.0, 0.1], [0.0, 0.1, -0.3], [0.0, 0.0, 0.0], [0.1, 0.1, 0.1], [0.0, 0.0, 0.0], [-0.1, 0.0, -0.2], [0.0, 0.0, 0.0], [-0.3, -0.5, 0.0], [-0.1, -0.4, 0.2], [-0.1, 0.2, 0.1], [0.5, -0.4, -0.2], [0.0, -0.2, -0.1], [0.5, 0.2, -0.3], [-0.1, 0.1, -0.1], [-0.2, 0.4, 0.1], [0.0, 0.0, 0.1], [0.0, -0.3, -0.1], [0.2, -0.1, 0.1], [0.4, -1.2, -0.3], [0.0, 0.0, 0.2], [0.1, 0.0, 0.0], [-0.3, 0.1, 0.1], [-0.9, 1.4, -0.8], [0.1, 0.1, 0.2], [0.2, 0.4, -0.3], [0.0, 0.0, 0.0], [0.0, -0.2, 0.0], [0.1, 0.1, 0.0], [-0.1, 0.0, -0.1], [-1.0, -0.1, -0.4], [-0.3, -0.1, 0.1], [0.0, 0.2, 0.1], [-0.1, 0.0, 0.0], [0.1, 0.0, 0.1], [0.1, 0.0, 0.2], [0.1, 0.1, -0.2], [-0.1, -0.3, -0.1], [0.0, -0.1, 0.0], [0.0, 0.0, 0.0], [0.4, 0.4, -0.1], [-0.5, 0.1, 0.1], [0.0, 0.0, 0.3], [0.0, 0.0, 0.0], [-0.6, 0.3, -0.2], [0.0, 0.0, 0.0], [0.0, 0.1, 0.2], [0.0, 0.0, 0.0], [0.1, -0.1, 0.4], [1.1, -0.8, 0.9], [-0.1, 0.0, 0.1], [-0.3, 0.1, 0.1], [0.2, 0.0, -0.2], [0.1, -0.3, 0.9], [0.0, 0.0, 0.0], [0.0, 0.0, 0.0], [0.0, 0.0, 0.0], [-0.3, 0.3, 0.1], [-0.3, 0.1, -0.2], [0.0, 0.2, -0.4], [-0.4, -0.1, -0.2], [0.0, 0.0, 0.0], [0.0, 0.0, 0.0], [0.2, -0.3, -0.3], [0.0, 0.1, 0.0], [-0.5, -0.4, -0.5], [0.3, 0.0, 0.0], [0.0, 0.0, 0.0], [0.0, 0.0, 0.0], [0.0, 0.0, 0.0], [0.1, -0.2, -0.1], [0.0, 0.0, 0.2], [-0.1, 0.1, -0.1], [0.0, 0.0, 0.0], [-0.2, -0.2, 0.0], [0.0, -0.1, -0.1], [0.0, 0.0, 0.0], [0.0, -0.1, -0.1], [0.2, 0.1, -0.2], [-0.2, 0.1, 0.1], [-0.7, 0.1, 0.9], [0.4, 0.0, 0.3], [0.9, 0.0, -0.2], [-0.2, -0.1, 0.2], [-0.1, 0.1, -0.4], [-0.1, 0.0, -0.1], [-0.2, -0.1, -0.1], [0.1, 0.1, -0.1]],
  "spin_multiplicity": 1,
  "homo_lumo_gap_ev": 7.3569,
  "total_charge": 1,
  "e_homo_ev": -10.83,
  "energy_ev": -181311.5950
}